ORCA calculation (ωB97M-V/def2-TZVPD) on a structure of composition C38H44F4N4O4SSiSr.

Geometry as XYZ:
```
97
Properties=species:S:1:pos:R:3:forces:R:3
Sr 0.24235 0.54043 0.91994 -0.190 -0.408 -0.282
S 0.86001 0.65233 4.06750 0.194 0.141 0.158
Si -0.70506 2.14206 -2.80405 0.047 0.007 -0.056
F -5.59428 -3.43597 -0.83108 0.004 -0.015 -0.005
F -3.02932 -3.57683 -1.23431 0.045 -0.016 -0.022
F -5.08174 0.25453 2.05076 -0.011 0.021 0.009
F -2.44860 0.18918 1.68134 0.016 -0.001 -0.023
O 3.71991 3.04342 2.11144 0.009 0.142 -0.225
O -0.33555 1.13832 3.35834 -0.322 0.228 -0.046
O 0.55673 -0.27533 5.13856 0.001 -0.043 0.012
O 2.33715 1.98555 0.68546 -0.448 -0.294 0.347
N -1.21646 -1.57734 0.13548 -0.016 -0.105 0.114
N 1.57509 0.42897 -3.23702 -0.042 -0.071 0.010
N 1.87066 0.11563 3.03704 0.189 0.115 -0.406
N 1.67991 -2.05293 0.57087 -0.012 0.076 0.032
C 3.08579 0.83963 2.67898 0.299 -0.237 0.327
C -2.40840 3.90802 -4.46428 -0.010 -0.051 -0.014
C 3.97495 0.91522 -4.81377 0.026 0.010 -0.003
C 2.55297 1.46147 -2.83276 0.028 0.007 0.096
C 3.54654 5.48720 6.58428 -0.015 -0.015 -0.002
C -5.43041 -1.59371 0.62540 0.010 -0.010 0.006
C 2.98130 -0.19776 -5.21646 -0.002 0.008 -0.001
C 1.59583 5.58309 -3.49842 -0.009 -0.019 0.002
C 2.93280 3.04383 6.57986 -0.006 -0.002 0.002
C 0.27635 3.75654 -2.57441 -0.030 0.053 -0.021
C -4.56447 -0.69542 1.23909 -0.020 -0.010 -0.008
C 2.56871 -1.65808 -0.51024 0.010 0.027 -0.020
C -4.81780 -2.52359 -0.18994 -0.035 0.026 0.018
C 1.56723 2.09302 4.85183 -0.056 0.013 -0.004
C 0.78987 4.46616 -3.66732 -0.098 0.091 0.032
C 2.44602 -2.58475 1.68606 0.003 -0.021 0.001
C 1.92331 6.01276 -2.21669 0.016 -0.016 -0.002
C -1.23062 1.38978 -1.27860 0.163 0.387 0.108
C -3.45836 -2.58567 -0.39664 0.057 0.024 0.046
C -2.05183 2.60347 -4.11038 -0.005 0.020 0.030
C -2.52999 -1.68509 0.21999 -0.067 0.038 -0.096
C -0.42004 -2.44471 -0.70665 0.018 0.158 -0.008
C -3.82133 1.81999 -5.59753 0.009 -0.009 0.014
C -3.21437 -0.73427 1.04817 0.075 0.002 -0.008
C 3.02838 2.08314 1.75534 0.087 -0.015 0.066
C 2.17236 -0.65720 -3.99809 0.001 0.040 -0.030
C 2.31353 1.94205 6.01181 -0.005 -0.007 0.017
C 0.39276 0.99864 -3.88119 0.011 0.018 0.034
C 1.44150 5.31750 -1.11822 0.012 -0.014 -0.003
C 0.70254 -3.04421 0.12621 0.021 -0.010 -0.013
C -3.43628 4.17126 -5.36419 0.011 0.006 0.014
C 3.96847 1.14770 -3.30328 0.000 -0.029 0.008
C -4.14240 3.12688 -5.94264 -0.001 -0.002 0.003
C 1.43803 3.34257 4.26762 0.037 -0.017 0.027
C 2.81866 4.30473 5.99977 0.023 0.018 0.011
C -2.79993 1.57222 -4.69100 0.009 -0.010 -0.015
C 0.62428 4.20783 -1.30222 0.030 -0.015 -0.009
C 2.05893 4.43965 4.84515 -0.028 -0.018 -0.013
H 2.57208 6.87035 -2.07834 -0.003 0.002 0.000
H -0.96202 -3.25478 -1.18718 -0.052 -0.094 0.023
H 0.01864 -1.84848 -1.52345 -0.014 -0.017 -0.018
H 0.86581 3.44819 3.35596 -0.007 0.013 0.003
H 3.12536 -2.52217 -0.91907 0.001 -0.008 0.015
H 1.97101 5.41090 4.37193 0.004 -0.001 -0.001
H 3.50713 -1.05773 -5.64345 -0.007 -0.003 0.003
H 3.71652 0.12575 2.13208 0.050 0.029 0.048
H 1.98269 6.11035 -4.36408 -0.001 -0.002 0.000
H 0.65219 1.54763 -4.81008 -0.009 -0.004 -0.002
H 1.73244 5.60665 -0.11563 -0.009 0.004 -0.006
H -1.64658 0.38737 -1.38934 -0.033 -0.028 -0.026
H 3.65041 1.13400 3.56836 0.060 0.048 -0.038
H 2.39327 0.95967 6.45950 -0.009 0.004 -0.005
H -0.26071 0.17518 -4.19369 0.028 -0.030 0.018
H 3.28765 -0.92414 -0.14088 -0.021 0.031 -0.020
H -2.59306 0.54409 -4.40759 0.000 0.009 -0.012
H 1.21614 -3.85859 -0.42117 0.001 0.023 -0.035
H -6.49828 -1.56019 0.76902 0.002 -0.002 -0.003
H -1.92127 2.02107 -0.70198 -0.043 -0.053 -0.037
H 4.98428 0.68097 -5.16295 0.002 -0.011 -0.003
H 2.52936 1.62352 -1.75054 -0.018 -0.070 0.005
H 0.56332 4.13051 -4.67534 -0.024 0.005 -0.008
H 3.61101 5.41672 7.67164 0.001 -0.001 0.000
H -4.94446 3.32770 -6.64396 0.003 0.000 -0.002
H 3.04606 6.42245 6.33091 0.001 0.002 0.001
H 3.18417 -1.85877 2.01710 -0.001 -0.011 -0.008
H -4.37719 0.99298 -6.02538 -0.001 0.001 0.001
H 1.37056 -1.33315 -4.30347 -0.008 -0.007 -0.014
H 2.82471 -1.24024 -3.34016 0.008 0.012 -0.001
H 2.27101 2.41943 -3.27982 0.057 -0.056 -0.080
H 4.37372 0.27804 -2.77645 -0.010 -0.005 -0.004
H 2.96257 -3.52031 1.40101 0.002 0.004 -0.004
H 0.29847 3.64529 -0.43685 -0.028 -0.008 0.010
H 2.29957 0.16530 -5.98906 -0.002 0.000 0.001
H 4.61215 1.99130 -3.04502 -0.002 -0.003 0.015
H -3.68773 5.19764 -5.60997 0.000 -0.003 -0.002
H -1.87815 4.74239 -4.02042 0.034 0.019 0.003
H 3.51876 2.92470 7.48569 -0.002 -0.002 0.001
H 1.78596 -2.78095 2.52916 -0.004 0.006 -0.005
H 3.69041 1.85520 -5.29645 -0.007 0.002 0.001
H 4.56594 5.54284 6.19406 -0.005 0.001 -0.003
H 2.00267 -1.19730 -1.32093 0.027 0.042 -0.003
H 0.24817 -3.47763 1.01969 0.005 -0.032 -0.015
```
Positions in Å, forces in eV/Å.

## Properties
**E_HOMO**: -1.8 eV
**HOMO-LUMO gap**: 6.0 eV
**Net charge**: -2
**DFT total energy**: -84692.5304 eV
**Strongest force on any atom**: 0.6 eV Å⁻¹

=====

ORCA calculation (ωB97M-V/def2-TZVPD) on a cluster of 2 separate species, C2H7N2O2 in total.

Geometry as XYZ:
```
13
Properties=species:S:1:pos:R:3:forces:R:3
O 0.20802 -1.55640 -0.79121 -0.556 -0.627 -0.497
O 0.94022 -3.05023 -2.30830 -0.323 -0.243 -0.061
N 1.18075 1.12351 0.65341 -1.020 0.016 0.431
N -1.18489 0.61885 0.73860 -0.132 0.778 0.227
C -0.24596 1.73413 0.97676 3.150 -1.160 -4.006
C 0.06065 -2.44515 -1.69078 -1.045 0.712 0.110
H -1.14596 0.16044 1.63805 -0.477 -0.467 0.004
H -0.84230 -0.11701 0.05274 -0.181 1.210 0.555
H -0.16506 1.99005 1.98705 -0.474 0.360 1.592
H 0.95254 0.09926 0.62888 0.933 1.268 -0.440
H -1.10024 -2.67720 -2.00580 1.850 0.315 0.586
H 1.61588 1.38919 -0.25156 -0.998 -0.300 0.807
H -0.27366 2.73056 0.37216 -0.727 -1.862 0.691
```
Positions in Å, forces in eV/Å.

## Properties
**E_HOMO**: -4.5 eV
**HOMO-LUMO gap**: 8.5 eV
**Net charge**: -1
**DFT total energy**: -9263.3193 eV
**Strongest force on any atom**: 5.2 eV Å⁻¹

=====

ORCA calculation (ωB97M-V/def2-TZVPD) on a cluster of 3 separate species, C3H14N2O2 in total.

Geometry as XYZ:
```
21
Properties=species:S:1:pos:R:3:forces:R:3
O -0.64138 -4.11899 0.09259 -0.142 -0.458 0.019
O -1.19470 2.98983 -1.02277 -0.185 0.190 -0.275
N -0.02956 0.36821 -2.43352 0.130 -0.849 0.253
N 0.36463 0.50133 -0.09583 0.144 0.037 0.815
C 0.84308 0.92249 2.29069 -0.489 -0.219 0.484
C 0.11862 -0.40626 -1.19505 0.013 -0.322 0.350
C 0.55819 -0.11985 1.22121 -0.127 -0.201 -0.321
H -0.76416 -1.03160 -0.98083 -0.340 0.616 0.151
H 0.59151 0.52632 3.27942 0.024 -0.072 -0.098
H -0.76150 -3.55291 -0.66907 0.020 0.274 -0.213
H 0.87240 -1.21059 -1.25400 0.548 0.468 -0.389
H -0.89037 0.01680 -2.81136 -0.254 0.318 -0.719
H -0.35167 -0.67073 1.46847 -0.047 0.032 -0.010
H 1.22641 0.99885 -0.28610 0.008 0.223 -0.296
H 0.21242 1.80284 2.15456 0.126 0.045 -0.113
H -0.16731 1.35938 -2.24534 -0.087 -0.262 0.298
H -1.31425 2.43520 -0.25530 0.087 -0.818 0.217
H 1.88480 1.20770 2.35886 0.248 0.214 -0.291
H -0.99683 -4.97014 -0.20142 0.133 0.204 0.191
H 1.36981 -0.85834 1.20252 0.013 -0.096 0.026
H -0.93017 3.81045 -0.61772 0.178 0.674 -0.080
```
Positions in Å, forces in eV/Å.

## Properties
**E_HOMO**: -9.0 eV
**HOMO-LUMO gap**: 9.7 eV
**DFT total energy**: -10412.7677 eV
**Strongest force on any atom**: 0.9 eV Å⁻¹
**SMILES**: CCNCN.O.O

=====

ORCA calculation (ωB97M-V/def2-TZVPD) on a cluster of 6 separate species, C7H23NO5 in total.

Geometry as XYZ:
```
36
Properties=species:S:1:pos:R:3:forces:R:3
O -0.11548 0.81217 3.08778 0.670 0.306 0.561
O 0.70639 0.89800 -3.62572 -0.930 0.449 0.622
O 2.03017 -0.79917 2.44518 0.018 -0.417 -0.225
O -1.01046 2.08224 -1.69407 -0.153 0.406 0.185
O -1.38243 2.04957 1.00355 0.115 0.022 0.130
N -3.34093 -0.66313 0.37730 -0.131 0.199 -0.303
C -0.94752 -2.13437 1.14298 -0.364 0.306 0.228
C 2.45202 -0.53246 -0.83743 0.015 0.543 -0.037
C 0.08587 -1.33930 -1.08024 -0.255 0.307 -0.203
C -1.08658 -1.34616 -0.12933 0.091 -0.274 -0.274
C 1.14276 -0.32839 -0.69583 0.097 -0.811 -0.083
C 3.49444 0.50788 -0.53322 -0.079 -0.020 0.505
C -2.21502 -0.70275 -0.43341 0.038 0.107 0.068
H -2.15476 1.47799 0.94178 -0.083 -0.115 0.115
H -0.26557 -1.09994 -2.09095 -0.025 0.159 0.100
H -0.83562 1.64185 1.71461 -0.181 0.061 -0.168
H 2.23657 -0.62663 1.50853 -0.147 -0.043 0.158
H 0.19863 1.43635 3.77606 -0.277 -0.620 -0.630
H -1.09369 3.03441 -1.85611 0.070 -0.385 -0.036
H 4.25267 0.11094 0.14692 0.131 -0.035 -0.136
H 0.51425 -2.34051 -1.17291 0.132 -0.005 0.135
H 2.81549 -1.46506 -1.26112 -0.100 -0.085 0.059
H 3.99691 0.85813 -1.43074 0.098 -0.017 -0.128
H -1.72892 -2.89864 1.21594 0.133 -0.104 -0.002
H 3.06252 1.37514 -0.02661 -0.095 -0.018 -0.158
H 1.76420 -1.73415 2.44996 0.114 0.415 0.065
H -4.10501 -0.04158 0.17701 0.168 -0.068 -0.115
H -1.06437 2.00427 -0.71269 0.117 0.079 -0.215
H -1.05799 -1.49868 2.03103 0.049 -0.013 -0.001
H -3.26546 -0.96104 1.32169 0.012 -0.181 0.536
H 0.75810 0.60538 -0.30121 0.115 0.156 -0.007
H -2.29910 -0.12270 -1.34360 0.006 -0.111 -0.108
H 0.65746 0.22492 2.88633 -0.343 0.337 0.130
H 0.10071 1.23028 -2.90850 0.501 -0.153 -0.841
H 1.42128 0.52430 -3.11682 0.453 -0.229 0.128
H 0.02644 -2.61365 1.20722 0.019 -0.149 -0.054
```
Positions in Å, forces in eV/Å.

## Properties
**E_HOMO**: -7.9 eV
**HOMO-LUMO gap**: 8.4 eV
**DFT total energy**: -19359.8622 eV
**Strongest force on any atom**: 1.2 eV Å⁻¹
**SMILES**: C/C=C/C/C(C)=C/N.O.O.O.O.O

=====

ORCA calculation (ωB97M-V/def2-TZVPD) on a structure of composition C20H27BeCl2FKMgN3O12P.

Geometry as XYZ:
```
69
Properties=species:S:1:pos:R:3:forces:R:3
K 4.48734 0.30317 -2.00696 2.548 -0.957 4.088
Cl 0.31239 -4.45158 -0.25624 -0.195 -0.275 0.452
Cl 3.86537 0.58847 1.70387 0.728 -0.263 0.119
P 6.78553 -1.06335 2.10324 1.077 2.387 -0.719
Mg -2.53998 3.95158 -1.08450 -0.091 0.157 -0.203
F 4.91230 -2.32452 0.76749 0.770 0.717 0.563
O -3.23479 -0.42533 7.91148 0.005 0.070 -0.130
O -0.01333 -5.84547 -0.06372 0.040 0.184 -0.118
O -2.31533 0.19332 2.73039 0.168 0.102 -0.010
O 1.46615 -4.33961 -1.12873 0.081 0.178 -0.211
O -0.81275 -3.76862 -0.86822 0.116 0.123 -0.135
O 1.06233 -1.10379 -6.25795 -0.004 0.189 -0.108
O 0.61102 -3.84214 1.01858 -0.021 0.022 -0.186
O 6.08836 -2.39945 1.57301 -0.285 -2.807 -0.262
O 6.01315 -0.50992 3.29771 -0.703 0.238 -0.056
O -3.44392 -0.59036 -1.72878 -0.156 0.235 0.224
O 6.72867 -0.08615 0.96477 0.032 0.424 -0.559
O 8.21146 -1.34213 2.49643 -1.446 -0.608 0.092
N -0.80798 2.09900 0.39516 2.548 0.156 -1.216
N 1.90644 2.80760 -2.32223 -3.102 -3.080 3.101
N 0.28900 0.44238 -0.98562 1.554 3.622 -1.094
C -0.31696 3.12288 1.35565 0.080 0.540 1.626
C -4.01802 0.44046 -3.82512 -0.177 0.257 0.012
C -2.82706 -1.44893 5.83314 0.033 -0.038 -0.205
C -2.95267 1.06156 6.11111 0.030 0.194 -0.182
C -2.72298 1.21783 4.80848 -0.010 0.138 0.185
C 0.94503 2.92898 -1.32212 0.297 -0.293 -0.467
C -4.15894 -2.04724 -3.50320 -0.179 -0.222 0.070
C 0.15592 1.78559 -0.63999 0.476 -1.231 -0.895
C 2.05371 1.44184 -2.61804 1.408 -2.654 -2.467
C 1.53236 -1.26660 -2.45224 2.815 1.466 -2.340
C -2.59735 -1.29211 4.52981 -0.067 -0.236 0.076
C 1.12116 1.62047 3.02904 0.899 0.871 -0.122
C -3.02313 -0.28418 6.72328 -0.023 -0.147 0.261
C 3.16857 1.05904 -3.74621 -2.517 -3.004 -1.751
C 1.25191 0.24972 -1.98626 1.479 -0.858 -1.616
C -4.32115 -0.68482 -2.84732 0.597 -0.113 -0.383
C 2.61596 -1.68016 -3.54583 -1.579 5.201 2.180
C 1.11872 2.84180 1.97446 -0.228 0.179 1.266
C -2.52714 0.05234 3.91945 0.032 -0.040 -0.114
C 3.44369 -0.46588 -4.21757 -3.341 1.541 2.215
Be -3.31452 1.66083 0.53593 -0.745 -0.002 -0.058
H 0.95058 -2.10228 -1.96182 0.660 1.063 -0.431
H 0.84060 0.63260 2.55697 0.240 1.114 0.652
H 2.19614 1.54945 3.41459 -1.615 -0.146 -0.613
H -2.88075 -2.42588 6.29666 0.012 0.031 0.023
H 1.38202 3.76519 2.60202 -0.357 -1.084 -0.977
H 2.76663 -2.76580 -3.80835 -0.196 1.508 0.347
H -4.12725 1.41290 -3.33725 -0.056 -0.061 -0.013
H 3.83283 1.87269 -4.25834 -1.566 -1.444 1.150
H -2.45194 -2.13305 3.86284 0.041 0.044 -0.049
H -3.13104 -2.19404 -3.84855 -0.040 0.092 -0.029
H -4.68750 0.40513 -4.68833 0.062 0.019 0.003
H 1.95376 2.74197 1.21278 -1.129 -0.109 0.808
H 1.81545 -0.66922 -5.83520 -0.202 -0.077 -0.003
H -4.83292 -2.15730 -4.35677 0.046 0.001 0.008
H -3.09773 1.90286 6.77716 -0.004 -0.034 0.029
H -2.53731 -0.68410 -2.05177 -0.074 -0.145 0.144
H 4.23976 -0.67779 -5.00427 -1.199 0.430 1.189
H 0.29500 -0.65566 -5.88385 0.060 -0.098 -0.014
H -4.36842 -2.84493 -2.78700 -0.003 0.085 -0.039
H 0.71619 3.98685 -0.96989 0.379 -1.604 -0.550
H 0.49381 1.88481 3.94338 0.391 -0.414 -1.326
H -5.34132 -0.57789 -2.46939 0.135 0.030 0.168
H -1.05034 3.10823 2.23667 0.845 0.007 -1.265
H -0.37682 4.19334 0.95036 0.003 -1.555 0.114
H -2.98477 0.37914 -4.18180 -0.045 -0.132 -0.025
H -1.14420 1.25137 0.86942 0.676 0.141 -0.188
H -2.66905 2.19490 4.34407 -0.009 -0.024 -0.037
```
Positions in Å, forces in eV/Å.

## Properties
**E_HOMO**: -4.4 eV
**HOMO-LUMO gap**: 2.1 eV
**Net charge**: -1
**DFT total energy**: -109419.4943 eV
**Strongest force on any atom**: 5.9 eV Å⁻¹